(1)
Entry from the OMol25 dataset: a molecular structure, C23H60F6KNO25S8 at a distorted geometry (the ωB97M-V functional and the def2-TZVPD basis).

Last column: Mulliken charge in e.
Atoms and positions in Å:
K1 -0.5945 3.8265 -5.6798  0.990
C1 -2.3907 -0.9576 -2.5945  0.592
F1 -2.3656 -1.9799 -3.4492  -0.226
F2 -2.8198 0.1973 -3.1562  -0.231
F3 -3.3346 -1.2771 -1.7101  -0.224
S1 -0.6300 -0.8811 -1.6923  0.969
O1 -0.8567 0.0933 -0.5871  -0.608
O2 -0.4451 -2.2584 -1.2855  -0.580
N1 0.2461 -0.3536 -3.0617  -0.346
S2 1.7171 -0.1308 -2.5057  1.002
O3 2.0939 1.2458 -2.8809  -0.687
O4 2.0390 -0.5651 -1.1297  -0.609
C2 2.8281 -1.2942 -3.6038  0.624
F4 2.7048 -0.7150 -4.8552  -0.258
F5 4.1104 -1.2344 -3.2254  -0.197
F6 2.3712 -2.5481 -3.7524  -0.210
C3 -1.0395 -2.7859 -8.3737  -0.501
O5 -0.9024 -1.4767 -7.9254  -0.490
H1 -1.2251 -2.8152 -9.4474  0.213
H2 -0.2030 -3.4375 -8.1214  0.236
H3 -1.9345 -3.1154 -7.8459  0.236
H4 -0.5804 -1.4271 -7.0224  0.304
C4 -4.0716 6.0716 -0.9750  -0.508
O6 -2.7496 5.9304 -1.4386  -0.496
H5 -4.2767 6.5956 -0.0415  0.265
H6 -4.6712 6.4000 -1.8240  0.239
H7 -4.3556 5.0376 -0.7792  0.201
H8 -2.2861 6.7471 -1.2391  0.299
C5 11.4192 1.0253 -3.8458  -0.446
O7 12.5956 1.5030 -3.3463  -0.511
H9 10.6236 1.4862 -3.2605  0.221
H10 11.3366 1.2019 -4.9182  0.200
H11 11.3634 -0.0366 -3.6063  0.233
H12 12.6001 1.5701 -2.3887  0.304
O8 9.4453 -7.6922 -9.4294  -0.582
S3 9.5210 -8.0019 -8.0100  1.073
O9 9.5436 -9.4281 -7.6202  -0.565
O10 10.6712 -7.0941 -7.1919  -0.270
C6 11.1125 -5.8192 -7.6550  -0.176
C7 12.3553 -5.5333 -6.7645  -1.154
C8 7.9813 -7.1837 -7.2309  -0.937
H13 10.4111 -5.0164 -7.4279  0.272
H14 11.3222 -5.7412 -8.7218  0.347
H15 12.0768 -5.7169 -5.7268  0.305
H16 12.5994 -4.4896 -6.9625  0.381
H17 13.1861 -6.1835 -7.0383  0.302
H18 7.2441 -7.8868 -7.6186  0.343
H19 7.7898 -6.1698 -7.5823  0.329
H20 7.9674 -7.1365 -6.1420  0.333
O11 -5.8028 -8.4194 4.5467  -0.586
S4 -4.5809 -8.2370 3.7775  1.113
O12 -3.2697 -8.7082 4.3289  -0.577
O13 -4.8089 -8.9080 2.2131  -0.347
C9 -6.1114 -8.6865 1.6417  0.014
C10 -6.0414 -8.9959 0.1392  -1.261
C11 -4.4639 -6.5076 3.1843  -0.884
H21 -6.5190 -7.6807 1.7437  0.259
H22 -6.8679 -9.3824 2.0043  0.251
H23 -5.4762 -9.8513 -0.2307  0.346
H24 -5.7124 -8.1133 -0.4093  0.285
H25 -6.9918 -9.3518 -0.2585  0.368
H26 -3.8547 -6.0037 3.9346  0.391
H27 -5.4434 -6.0712 2.9886  0.308
H28 -3.8550 -6.6363 2.2894  0.321
O14 2.6736 -2.9836 9.3091  -0.598
S5 1.9250 -3.4105 8.1312  1.152
O15 2.6213 -4.1295 7.0762  -0.620
O16 0.7005 -4.3477 8.5800  -0.300
C12 0.9548 -5.3876 9.5533  -0.381
C13 1.0175 -4.9407 10.9909  -0.906
C14 0.9572 -1.9894 7.4473  -0.884
H29 1.9396 -5.7599 9.2713  0.326
H30 0.2453 -6.1991 9.3913  0.347
H31 0.6005 -3.9361 11.0625  0.257
H32 2.0254 -4.9943 11.4023  0.271
H33 0.5144 -5.6583 11.6390  0.348
H34 0.9223 -2.2923 6.4009  0.344
H35 1.4608 -1.0240 7.4977  0.330
H36 -0.0061 -2.0278 7.9560  0.312
O17 -10.2923 3.3126 1.6543  -0.577
S6 -11.3768 4.0282 0.9887  1.105
O18 -11.0728 5.2713 0.2854  -0.581
O19 -12.1218 2.9595 -0.0195  -0.291
C15 -12.6895 1.7469 0.4126  -0.235
C16 -12.3380 0.7746 -0.7520  -1.208
C17 -12.7822 4.3331 2.2700  -0.902
H37 -13.7674 1.7267 0.5736  0.298
H38 -12.2201 1.5024 1.3655  0.402
H39 -12.6281 -0.2045 -0.3707  0.372
H40 -11.2543 0.8293 -0.8557  0.319
H41 -12.8242 1.0169 -1.6970  0.304
H42 -12.9410 3.4034 2.8164  0.321
H43 -13.7016 4.7914 1.9056  0.323
H44 -12.3548 5.0012 3.0178  0.350
O20 9.2616 6.8282 -4.7158  -0.577
S7 9.3476 8.2543 -4.9380  1.132
O21 9.1519 8.8773 -6.2189  -0.579
O22 8.2601 9.0508 -3.9573  -0.316
C18 7.0975 8.3775 -3.5426  -0.258
C19 7.1574 8.2903 -2.0115  -1.063
C20 10.8518 8.9778 -4.1537  -0.878
H45 6.9546 7.4480 -4.0937  0.366
H46 6.2314 8.9864 -3.8018  0.273
H47 7.6720 7.3564 -1.7855  0.265
H48 6.2584 8.0489 -1.4443  0.381
H49 7.6937 9.1799 -1.6811  0.277
H50 10.7326 10.0338 -3.9114  0.305
H51 11.6513 8.8547 -4.8843  0.345
H52 11.1310 8.4497 -3.2420  0.328
O23 -3.2025 4.8707 8.2265  -0.568
S8 -4.5688 4.8751 7.7628  1.101
O24 -5.6043 4.0671 8.4802  -0.600
O25 -5.0344 6.4879 7.8164  -0.298
C21 -6.4586 6.7391 7.7022  -0.134
C22 -6.5638 8.2992 7.5448  -1.208
C23 -4.5236 4.6704 5.8550  -0.836
H53 -7.1342 6.4183 8.4951  0.290
H54 -6.7860 6.2127 6.8056  0.271
H55 -6.1181 8.7298 6.6481  0.309
H56 -6.2172 8.8098 8.4433  0.321
H57 -7.6260 8.5432 7.5639  0.391
H58 -5.5414 4.8337 5.5010  0.301
H59 -4.1888 3.6575 5.6315  0.356
H60 -3.8167 5.3635 5.3988  0.303

Computed properties:
HOMO energy = -9.2 eV
largest force on an atom = 0.085 hartree/bohr
charge = 0
energy above the lowest of the compared OMol25 structures with the same formula, charge and spin = 317.0 kJ/mol
gap between HOMO and LUMO = 6.95 eV

---

(2)
Entry from the OMol25 dataset: a molecular structure, C2H3N3OS at a distorted geometry (the ωB97M-V functional and the def2-TZVPD basis).

Last column: Mulliken charge in e.
Atoms and positions in Å:
C1 0.1874 0.9956 0.1957  0.060
C2 0.2008 0.1210 -0.8150  0.230
N1 -0.0577 0.9832 1.5428  -0.500
N2 -0.3657 -1.5104 0.9555  -0.560
N3 0.2066 -0.3401 -2.0598  -0.307
O1 -0.6057 -0.6401 3.3616  -0.536
S1 -0.3708 -0.5077 1.9761  0.732
H1 0.3650 2.0772 0.0168  0.367
H2 1.0064 -0.8267 -2.4778  0.266
H3 -0.5662 -0.3520 -2.6960  0.249

Computed properties:
HOMO energy = -9.4 eV
largest force on an atom = 0.046 hartree/bohr
charge = 0
energy above the lowest of the compared OMol25 structures with the same formula, charge and spin = 470.0 kJ/mol
gap between HOMO and LUMO = 9.03 eV

---

(3)
Entry from the OMol25 dataset: a molecular structure, C32H46BrFeN3P2 at a distorted geometry (the ωB97M-V functional and the def2-TZVPD basis).

Last column: Mulliken charge in e.
Atoms and positions in Å:
N1 2.3391 0.4359 5.8594  -0.495
C1 2.0117 -0.7387 5.3167  -0.480
C2 2.0525 -0.9670 3.9322  -0.369
C3 2.4455 0.0827 3.0633  -0.288
C4 2.8341 1.3052 3.6734  -0.153
C5 2.7607 1.4243 5.0714  -0.687
C6 2.4813 -0.0943 1.6208  0.810
Fe1 0.4684 0.0862 -0.1384  1.037
P1 -0.8901 -0.1256 -2.0990  0.034
C7 2.4860 0.9658 0.7068  -1.255
C8 2.9269 0.8457 -0.6801  0.047
C9 3.0337 2.0083 -1.4962  -0.684
C10 3.0012 1.8760 -2.8800  -0.411
C11 2.8994 0.5783 -3.4075  -0.399
C12 3.1145 -0.5666 -2.6388  -0.328
C13 3.1715 -0.4289 -1.2496  -0.118
Br1 2.4479 0.3807 -5.3021  -0.034
H1 2.6333 -1.1157 1.2657  0.276
H2 2.3205 1.9744 1.0906  0.569
H3 1.7694 -1.9474 3.5494  0.419
H4 3.2012 2.1551 3.1034  0.495
H5 1.7036 -1.5337 6.0058  0.373
H6 3.0544 2.3591 5.5579  0.376
H7 3.1429 2.9836 -1.0186  0.589
H8 3.4394 -1.2736 -0.6114  0.888
H9 3.0091 2.7448 -3.5332  0.470
H10 3.2080 -1.5382 -3.1169  0.534
P2 -1.1450 1.6885 1.1831  1.677
C14 -0.3135 -1.7637 -2.6938  -0.069
C15 -0.0573 -1.8599 -4.1889  -0.977
H11 -1.0507 -2.5173 -2.3722  0.536
H12 0.6161 -1.9955 -2.1461  0.032
H13 0.3390 -2.8557 -4.4269  0.455
H14 -0.9672 -1.7150 -4.7857  0.311
H15 0.7022 -1.1325 -4.5123  -0.205
C16 -0.3661 1.2767 -3.1511  1.281
C17 -1.0646 1.5179 -4.4877  -1.654
H16 0.6899 1.0755 -3.3579  -1.076
H17 -0.3800 2.1882 -2.5285  0.034
H18 -0.5078 2.2937 -5.0309  0.463
H19 -1.0448 0.6187 -5.1152  0.289
H20 -2.0970 1.8686 -4.3771  0.374
C18 -2.7106 -0.1360 -2.0868  0.456
C19 -3.3509 -0.7553 -3.3264  -1.566
H21 -3.0335 0.9098 -1.9505  0.407
H22 -3.0298 -0.6840 -1.1859  0.070
H23 -4.4394 -0.6693 -3.2321  0.483
H24 -3.0560 -0.2369 -4.2464  0.291
H25 -3.1041 -1.8197 -3.4219  0.327
C20 -2.8489 1.3564 1.8264  -1.425
C21 -3.9799 1.3265 0.8007  -1.170
H26 -3.0563 2.1399 2.5768  0.657
H27 -2.8189 0.4032 2.3818  0.661
H28 -4.9239 1.5033 1.3328  0.382
H29 -3.8790 2.1033 0.0314  0.256
H30 -4.0639 0.3507 0.3051  0.298
C22 -1.4205 3.1661 0.1298  -1.061
C23 -0.1605 3.9844 -0.1210  -1.180
H31 -2.1884 3.7755 0.6330  0.663
H32 -1.8538 2.8108 -0.8184  0.246
H33 -0.4359 4.8818 -0.6879  0.442
H34 0.3089 4.3096 0.8156  0.344
H35 0.5866 3.4325 -0.7077  0.094
C24 -0.3451 2.4194 2.6688  -0.498
C25 -0.6376 1.6968 3.9783  -1.424
H36 -0.6680 3.4705 2.7349  0.644
H37 0.7406 2.4301 2.4787  -0.002
H38 -0.0899 2.1939 4.7884  0.400
H39 -1.7034 1.7199 4.2282  0.402
H40 -0.3065 0.6520 3.9444  0.196
N2 -2.0612 -2.9858 1.3391  -0.033
C26 -1.7193 -1.7430 0.9616  -0.852
N3 -0.4180 -1.6753 0.6562  0.981
C27 0.1119 -2.9658 0.8603  0.154
C28 1.3739 -3.5149 0.6093  -0.149
C29 1.5719 -4.8756 0.9011  -0.931
C30 0.5145 -5.6882 1.3547  -0.513
C31 -0.7697 -5.1469 1.5493  -1.059
C32 -0.9217 -3.7913 1.3027  0.459
H41 -2.9866 -3.2961 1.6236  0.303
H42 -2.4390 -0.9311 0.9391  0.027
H43 2.1518 -2.8820 0.1848  0.198
H44 2.5566 -5.3223 0.7623  0.459
H45 0.7117 -6.7441 1.5530  0.433
H46 -1.6272 -5.7373 1.8789  0.443

Computed properties:
HOMO energy (alpha / beta) = -13.5 / -14.0 eV
expectation value of S² = 6.0154
multiplicity = 5
largest force on an atom = 0.047 hartree/bohr
charge = +2
energy above the lowest of the compared OMol25 structures with the same formula, charge and spin = 0.0 kJ/mol
gap between HOMO and LUMO (alpha / beta) = 6.99 / 6.97 eV

---

(4)
Entry from the OMol25 dataset: a molecular structure, C45H90F4N7O13S4 at a distorted geometry (the ωB97M-V functional and the def2-TZVPD basis).

Last column: Mulliken charge in e.
Atoms and positions in Å:
C1 -2.4897 3.6069 6.1787  -1.407
C2 -2.7868 2.4011 5.2853  0.794
C3 -4.1636 2.2746 4.5118  -1.047
C4 -4.4082 3.5615 3.7425  -0.843
C5 -3.5248 3.4666 2.5025  -0.979
C6 -1.9906 3.4355 2.8687  1.647
N1 -1.8376 2.4393 4.0394  1.071
O1 -1.1756 1.4938 3.8357  -0.250
C7 -1.3443 4.7916 3.2484  -1.552
C8 -1.2874 2.8261 1.6535  -2.180
C9 -2.5413 1.0714 5.9657  -1.516
H1 -2.6328 4.5423 5.6727  0.299
H2 -1.5235 3.5460 6.6707  0.396
H3 -3.1974 3.5245 6.9953  0.407
H4 -4.9697 2.0790 5.2290  0.509
H5 -3.9831 1.4368 3.8436  0.440
H6 -4.1558 4.4540 4.3280  0.355
H7 -5.5035 3.6910 3.6133  0.418
H8 -3.5937 4.3698 1.8868  0.611
H9 -3.8091 2.5523 1.9499  0.252
H10 -0.3874 4.6788 3.7259  0.346
H11 -2.0188 5.4321 3.8526  0.411
H12 -1.2215 5.2499 2.2752  0.464
H13 -1.4953 1.7855 1.3932  0.150
H14 -0.2183 2.9042 1.7758  0.435
H15 -1.5123 3.4145 0.7692  0.598
H16 -3.3206 1.0558 6.7556  0.434
H17 -1.5928 0.8247 6.4490  0.399
H18 -2.7973 0.2632 5.2538  0.369
C10 -0.6143 -3.2707 -5.2645  -1.470
C11 0.4487 -3.0918 -6.3930  1.393
C12 0.6757 -1.6531 -6.7574  -1.751
C13 1.3279 -0.7655 -5.7218  0.656
C14 2.7312 -1.3265 -5.4979  -1.529
C15 2.6951 -2.7814 -4.8272  1.328
N2 1.7168 -3.7448 -5.7932  0.835
O2 2.0389 -4.8754 -5.9407  -0.373
C16 2.1310 -2.9105 -3.4158  0.149
C17 4.0434 -3.3926 -4.9774  -1.783
C18 0.0537 -3.9781 -7.5498  -1.686
H19 -0.6214 -4.2584 -4.8085  0.401
H20 -1.5793 -3.1228 -5.7771  0.536
H21 -0.4874 -2.5283 -4.4537  0.107
H22 -0.3059 -1.2304 -6.9980  0.560
H23 1.2596 -1.6228 -7.6812  0.414
H24 0.8175 -0.8204 -4.7606  -0.710
H25 1.2842 0.2219 -6.0945  0.700
H26 3.2225 -0.7672 -4.6984  0.458
H27 3.2649 -1.3516 -6.4647  0.501
H28 2.9393 -2.4803 -2.7909  -0.279
H29 1.9484 -3.9996 -3.2593  0.477
H30 1.2192 -2.3766 -3.2480  -0.633
H31 4.2347 -4.2997 -4.4014  0.337
H32 4.6838 -2.6927 -4.4657  0.513
H33 4.2820 -3.5999 -6.0140  0.518
H34 -0.4318 -4.8331 -7.1023  0.434
H35 0.8275 -4.3194 -8.2387  0.427
H36 -0.7248 -3.4065 -8.0567  0.404
C19 -4.8493 2.0053 -3.4000  -1.611
C20 -5.6399 1.6881 -2.1234  1.514
C21 -7.0937 2.1329 -2.2038  -0.889
C22 -7.9291 1.3213 -3.1915  -0.702
C23 -8.0072 -0.0852 -2.5804  -1.121
C24 -6.5748 -0.7463 -2.7557  0.978
N3 -5.5803 0.1520 -2.1266  0.797
O3 -4.6194 -0.4021 -1.4170  -0.067
C25 -6.1186 -0.9933 -4.2347  -1.478
C26 -6.5928 -2.1118 -2.0132  -1.676
C27 -4.9021 2.2504 -0.9173  -2.168
H37 -4.7816 3.1026 -3.3559  0.490
H38 -5.3474 1.7561 -4.3207  0.489
H39 -3.8151 1.6725 -3.4688  0.136
H40 -7.1234 3.1568 -2.6319  0.458
H41 -7.5325 1.9204 -1.2293  0.359
H42 -7.4180 1.1820 -4.1467  0.274
H43 -8.8959 1.7978 -3.3832  0.463
H44 -8.6563 -0.7303 -3.1901  0.496
H45 -8.4116 -0.0674 -1.5591  0.382
H46 -5.0205 -1.1869 -4.2444  0.329
H47 -6.3349 -0.2839 -5.0242  0.362
H48 -6.5964 -1.9039 -4.5586  0.491
H49 -6.6445 -2.0628 -0.9134  0.429
H50 -5.7321 -2.7679 -2.2958  0.339
H51 -7.4806 -2.6187 -2.3765  0.471
H52 -5.1825 3.3222 -0.9218  0.491
H53 -3.8176 2.2542 -1.0416  0.415
H54 -5.1960 1.8356 0.0639  0.578
C28 5.9601 3.7303 5.7983  -1.624
C29 5.5874 2.5451 4.9124  1.362
C30 4.5006 1.7491 5.6013  -1.864
C31 3.8424 0.6846 4.7030  -0.393
C32 3.1019 1.4913 3.6419  0.065
C33 4.0831 2.3023 2.7586  2.094
N4 4.9754 3.1546 3.6471  1.016
O4 5.1401 4.2698 3.3729  -0.402
C34 3.1889 3.1915 1.8609  -1.854
C35 4.9528 1.4571 1.8712  -1.110
C36 6.7978 1.6991 4.4750  -1.660
H55 5.1283 4.4874 5.7696  0.416
H56 6.9343 4.1335 5.6877  0.370
H57 5.9078 3.3051 6.8044  0.438
H58 3.8398 2.4347 6.1108  0.564
H59 4.9635 1.2511 6.4260  0.570
H60 3.1982 -0.0078 5.2147  0.642
H61 4.6926 0.2400 4.1818  0.105
H62 2.3947 2.1764 4.1411  0.733
H63 2.4616 0.8161 3.0607  -1.162
H64 2.4502 2.5556 1.3681  0.219
H65 3.7206 3.4995 0.9579  0.533
H66 2.6789 4.0085 2.4029  0.386
H67 4.4920 1.5057 0.8645  0.415
H68 4.8979 0.3753 2.1578  -0.141
H69 6.0103 1.7043 1.7673  0.197
H70 7.4742 2.2696 3.8307  0.434
H71 6.5576 0.7744 3.9685  0.414
H72 7.2374 1.5367 5.4443  0.452
C37 -0.3421 -2.4419 -0.9831  -0.534
C38 -0.4866 -2.0167 0.4554  1.950
C39 -0.9212 -3.1332 1.3420  -1.232
C40 0.0536 -4.3603 1.5279  -0.798
C41 1.2569 -3.8471 2.2275  -1.530
C42 1.9716 -2.7247 1.3843  2.006
N5 0.8677 -1.5243 1.1160  0.657
O5 1.1085 -0.4603 1.4187  -0.168
C43 2.5631 -3.2273 0.1276  -0.710
C44 3.0012 -2.1370 2.3090  -1.547
C45 -1.3845 -0.8333 0.6087  -1.901
H73 -1.3441 -2.3390 -1.4510  0.734
H74 0.0743 -3.4512 -1.0583  0.474
H75 0.2924 -1.7442 -1.5576  -0.947
H76 -1.8097 -3.6184 0.8909  0.433
H77 -1.2125 -2.7577 2.3312  0.398
H78 0.2508 -4.6635 0.5148  0.412
H79 -0.5096 -5.1751 2.0407  0.482
H80 2.1036 -4.4880 2.4074  0.624
H81 1.0267 -3.4784 3.2568  0.379
H82 2.8130 -2.3818 -0.5117  -0.871
H83 2.0538 -4.0297 -0.4068  0.418
H84 3.6207 -3.6413 0.2463  0.733
H85 3.6476 -1.4326 1.8055  -0.473
H86 3.4881 -2.9725 2.7889  0.727
H87 2.5354 -1.5046 3.0617  0.391
H88 -1.5424 -0.6347 1.6807  0.488
H89 -2.3799 -1.2308 0.3328  0.292
H90 -1.2583 0.0713 0.0615  -0.220
N6 0.0982 0.7650 -1.5062  -0.088
S1 1.6586 0.8968 -1.8643  0.773
O6 2.2674 1.5619 -0.8284  -0.400
O7 1.9734 1.1157 -3.2018  -0.484
F1 2.1493 -0.7381 -1.4137  -0.181
S2 -0.8770 1.0003 -2.6109  0.726
O8 -0.5706 1.9678 -3.7060  -0.653
O9 -2.2569 1.2033 -2.0505  -0.337
F2 -0.9799 -0.4392 -3.2844  -0.241
N7 5.5781 -2.9053 -0.2878  -0.367
S3 6.4468 -2.6277 1.1035  1.095
O10 5.9501 -3.4097 2.1729  -0.673
O11 6.6529 -1.2320 1.4024  -0.469
F3 7.6883 -3.3596 0.6374  -0.193
S4 5.4136 -1.4710 -0.9881  0.792
O12 4.6266 -0.6146 -0.1536  -0.399
O13 5.0001 -1.6270 -2.3463  -0.556
F4 6.7690 -0.7335 -1.1012  -0.223

Computed properties:
HOMO energy = -14.2 eV
largest force on an atom = 0.159 hartree/bohr
charge = +3
gap between HOMO and LUMO = 5.09 eV